Record 1
{
  "formula": "C4H12N2O",
  "method": "the ωB97M-V functional and the def2-TZVPD basis",
  "species": ["C", "C", "C", "C", "N", "N", "O", "H", "H", "H", "H", "H", "H", "H", "H", "H", "H", "H", "H"],
  "xyz": [[1.29, 1.76, 0.38], [0.57, 0.41, 0.38], [0.07, 0.09, 1.79], [-0.56, 0.36, -0.67], [-0.62, -0.90, -1.43], [-0.42, -2.07, -0.55], [-1.97, -0.95, -1.96], [2.14, 1.75, 1.07], [1.66, 2.01, -0.62], [0.62, 2.57, 0.68], [1.28, -0.41, 0.08], [-0.34, 0.98, 2.28], [0.89, -0.27, 2.41], [-0.70, -0.69, 1.78], [-0.39, 1.14, -1.43], [-1.52, 0.61, -0.19], [0.42, -2.30, -0.01], [-0.63, -2.91, -1.09], [-1.79, -1.19, -2.89]],
  "smiles": "CC(C)CN(N)O",
  "gap_ev": 9.1,
  "e_lumo_ev": 1.0,
  "homo_ev": -8.06
}

Record 2
{
  "formula": "C4H12N2O",
  "method": "the ωB97M-V functional and the def2-TZVPD basis",
  "species": ["C", "N", "N", "O", "H", "H", "H", "H", "H", "H", "C", "C", "C", "H", "H", "H", "H", "H", "H"],
  "xyz": [[0.39, -1.48, 0.72], [-0.34, -2.40, 1.53], [0.84, -0.34, 1.26], [1.25, -2.08, -0.20], [2.03, -1.51, -0.27], [-0.64, -1.05, -0.16], [-0.70, -3.17, 0.97], [0.26, -2.78, 2.25], [0.32, -0.12, 2.11], [0.29, 0.59, 0.43], [0.44, 1.51, -1.72], [-0.43, 1.24, -0.52], [-1.38, 2.08, -0.09], [-0.80, -0.09, -0.46], [0.48, 0.63, -2.37], [0.07, 2.35, -2.31], [1.46, 1.73, -1.40], [-1.53, 3.06, -0.54], [-2.02, 1.83, 0.76]],
  "gap_ev": 9.5,
  "e_lumo_ev": 0.7,
  "homo_ev": -8.85
}

Record 3
{
  "formula": "C4H12N2O",
  "method": "the ωB97M-V functional and the def2-TZVPD basis",
  "species": ["C", "C", "C", "O", "N", "C", "N", "H", "H", "H", "H", "H", "H", "H", "H", "H", "H", "H", "H"],
  "xyz": [[-0.69, 0.61, -0.38], [-0.08, 0.28, -1.79], [0.49, -1.10, -1.92], [-0.41, -2.13, -1.59], [0.31, 0.25, 0.69], [-0.21, 0.57, 1.99], [0.90, 1.06, 2.93], [-0.92, 1.66, -0.32], [-1.64, 0.06, -0.24], [0.56, 1.15, -2.00], [-0.89, 0.31, -2.52], [1.27, -1.21, -1.17], [1.05, -1.15, -2.87], [-1.28, -1.93, -2.00], [0.59, -0.71, 0.47], [-0.84, 1.46, 1.92], [-0.61, -0.34, 2.45], [0.69, 0.57, 3.80], [1.71, 0.57, 2.54]],
  "total_charge": 1,
  "gap_ev": [11.6, 6.2],
  "e_lumo_ev": [-3.1, -8.5],
  "multiplicity": 2,
  "homo_ev": [-14.66, -14.66]
}

Record 4
{
  "formula": "C4H12N2O2",
  "method": "the ωB97M-V functional and the def2-TZVPD basis",
  "species": ["C", "N", "C", "C", "C", "N", "O", "H", "H", "H", "H", "H", "H", "H", "H", "H", "H", "O", "H", "H"],
  "xyz": [[0.08, -1.45, 0.40], [-0.35, -0.82, -0.85], [-1.61, -1.38, -1.30], [-0.47, 0.62, -0.66], [0.85, 1.28, -0.32], [1.90, 0.81, -1.01], [0.92, 2.21, 0.47], [0.80, -0.87, 0.92], [-0.75, -1.57, 1.12], [0.57, -2.38, 0.18], [-1.46, -2.42, -1.62], [-1.90, -0.82, -2.19], [-2.41, -1.41, -0.54], [-1.22, 0.84, 0.10], [-0.70, 1.12, -1.60], [2.82, 1.17, -0.85], [1.80, -0.01, -1.59], [0.42, 1.32, 3.21], [0.43, 2.08, 3.80], [0.29, 1.70, 2.33]],
  "smiles": "CN(C)CC(N)=O.O",
  "gap_ev": 10.2,
  "e_lumo_ev": 0.9,
  "homo_ev": -9.28
}

Record 5
{
  "formula": "C4H12N2O2",
  "method": "the ωB97M-V functional and the def2-TZVPD basis",
  "species": ["C", "C", "C", "C", "N", "O", "N", "H", "H", "H", "H", "H", "H", "H", "H", "H", "H", "H", "H", "O"],
  "xyz": [[-0.45, 0.89, -1.28], [-0.18, 1.22, 0.16], [-0.13, -0.20, 0.93], [1.32, -0.69, 1.19], [1.79, 0.28, 2.05], [1.99, -0.49, -0.15], [-1.91, 0.74, -1.46], [0.03, -0.04, -1.56], [-0.16, 1.71, -1.91], [0.84, 1.54, 0.38], [-0.92, 1.80, 0.70], [-0.65, -0.25, 1.90], [-0.73, -0.92, 0.28], [1.42, -1.75, 1.46], [2.21, -0.01, 2.94], [-2.26, 0.89, -2.40], [-1.72, -2.61, -1.09], [-1.98, -0.30, -1.32], [2.81, -0.07, 0.17], [-1.30, -1.75, -0.98]],
  "gap_ev": 4.3,
  "e_lumo_ev": -4.1,
  "homo_ev": -8.39
}

Record 6
{
  "formula": "C4H12N2O2",
  "method": "the ωB97M-V functional and the def2-TZVPD basis",
  "species": ["C", "C", "C", "N", "C", "N", "O", "H", "H", "H", "H", "H", "H", "H", "H", "H", "H", "O", "H", "H"],
  "xyz": [[-0.49, -1.09, -2.61], [0.11, -0.66, -1.29], [-0.57, 0.57, -0.71], [0.05, 1.04, 0.53], [-0.33, 0.63, 1.78], [-1.60, 0.18, 1.96], [0.45, 0.70, 2.73], [0.13, -1.84, -3.11], [-1.48, -1.53, -2.45], [-0.57, -0.27, -3.31], [1.17, -0.41, -1.43], [0.14, -1.47, -0.55], [-0.54, 1.39, -1.42], [-1.62, 0.34, -0.55], [1.05, 1.12, 0.52], [-2.31, 0.36, 1.27], [-1.91, 0.03, 2.90], [2.99, 0.58, 1.76], [3.22, -0.36, 1.75], [2.14, 0.70, 2.23]],
  "smiles": "CCCNC(N)=O.O",
  "gap_ev": 10.6,
  "e_lumo_ev": 0.8,
  "homo_ev": -9.83
}

The records above yield max |F| values of 0.0498, 0.0320, 0.0788, 0.0200, 0.0773, 0.0142 Eh/bohr, respectively.
The records above yield relative energy (zero: lowest compared OMol25 entry of this formula, charge and spin) values of 372.0, 490.3, 192.3, 109.3, 888.2, 15.9 kJ/mol, respectively.
The records above yield DFT total energy values of -344.2433, -344.1983, -343.9893, -419.6068, -419.3102, -419.6424 Ha, respectively.